## 1
{
  "formula": "C2H5PS3",
  "method": "ωB97M-V/def2-TZVPD",
  "total_charge": 0,
  "e_homo_ev": -9.24,
  "lumo_energy_ev": -0.192,
  "gap_ev": 9.0,
  "species": ["C", "C", "P", "S", "S", "S", "H", "H", "H", "H", "H"],
  "positions_angstrom": [[0.76, 0.03, -1.16], [0.64, 0.03, 1.43], [-0.50, 0.52, 0.06], [-1.16, 2.27, -0.06], [1.99, 0.23, 0.19], [-1.96, -1.43, 0.00], [0.39, -0.97, -1.29], [1.20, 0.63, -1.94], [0.52, 0.78, 2.13], [0.68, -1.03, 1.73], [-2.56, -1.06, -1.07]],
  "mulliken_charge": [-0.417, -0.601, 0.229, -0.344, -0.089, -0.346, 0.276, 0.403, 0.375, 0.364, 0.149]
}



## 2
{
  "formula": "C2H5PS3",
  "method": "ωB97M-V/def2-TZVPD",
  "total_charge": 0,
  "e_homo_ev": -8.76,
  "lumo_energy_ev": -0.609,
  "gap_ev": 8.2,
  "species": ["C", "C", "P", "S", "S", "S", "H", "H", "H", "H", "H"],
  "positions_angstrom": [[0.49, -1.15, -1.27], [-1.46, -0.65, -0.04], [-0.41, 0.46, -1.08], [1.17, 1.09, 0.66], [-0.98, -2.15, -0.98], [1.69, 2.88, 1.68], [1.09, -1.19, -2.11], [1.23, -1.05, -0.41], [-1.01, -0.48, 0.98], [-2.55, -0.42, 0.09], [0.74, 2.64, 2.48]],
  "mulliken_charge": [-0.582, -0.468, 0.070, -0.196, -0.118, -0.183, 0.472, 0.243, 0.250, 0.380, 0.134]
}



Most stable structure: 1



## 1
{
  "formula": "C5H8N2",
  "method": "ωB97M-V/def2-TZVPD",
  "total_charge": 2,
  "smiles": "CC#[N+]C[N+]#CC",
  "e_homo_ev": -21.22,
  "lumo_energy_ev": -9.048,
  "gap_ev": 12.2,
  "species": ["C", "C", "C", "C", "C", "N", "N", "H", "H", "H", "H", "H", "H", "H", "H"],
  "positions_angstrom": [[2.25, -0.09, 0.02], [-2.26, -0.09, 0.11], [3.42, 0.43, 0.52], [-3.44, 0.53, 0.42], [-0.18, -1.12, -0.77], [1.23, -0.56, -0.22], [-1.23, -0.48, -0.24], [3.17, 0.61, 1.59], [4.26, -0.19, 0.39], [3.77, 1.32, 0.02], [-4.17, 0.16, 1.14], [-3.29, 1.53, 1.10], [-4.06, 0.81, -0.48], [0.01, -2.28, -0.62], [-0.17, -0.91, -1.78]],
  "mulliken_charge": [0.580, 0.609, -0.899, -1.068, -0.176, -0.048, 0.170, 0.306, 0.354, 0.355, 0.378, 0.359, 0.336, 0.361, 0.385]
}



## 2
{
  "formula": "C5H8N2",
  "method": "ωB97M-V/def2-TZVPD",
  "total_charge": 2,
  "e_homo_ev": -20.66,
  "lumo_energy_ev": -11.218,
  "gap_ev": 9.4,
  "species": ["C", "C", "C", "C", "C", "N", "N", "H", "H", "H", "H", "H", "H", "H", "H"],
  "positions_angstrom": [[2.03, -0.75, -0.84], [-2.05, 0.56, 0.99], [2.93, -1.56, -1.55], [-3.46, 0.51, 1.05], [0.34, 0.90, 1.04], [1.10, -0.35, -0.28], [-0.89, 0.68, 1.06], [3.06, -1.06, -2.52], [3.92, -1.67, -1.06], [2.40, -2.61, -1.64], [-3.88, 0.16, 0.02], [-3.80, -0.15, 1.88], [-3.80, 1.56, 1.10], [0.71, 1.90, 0.53], [1.06, 0.38, 1.71]],
  "mulliken_charge": [0.465, 0.452, -0.814, -0.789, -0.119, -0.254, 0.274, 0.319, 0.340, 0.316, 0.376, 0.353, 0.353, 0.368, 0.363]
}



Most stable structure: 1



## 1
{
  "formula": "C31H26BaClN6O7S2Se2",
  "method": "ωB97M-V/def2-TZVPD",
  "total_charge": -1,
  "e_homo_ev": -4.36,
  "lumo_energy_ev": 1.993,
  "gap_ev": 6.4,
  "species": ["Ba", "S", "C", "C", "C", "C", "C", "C", "C", "C", "C", "N", "H", "H", "H", "H", "H", "H", "O", "C", "C", "C", "C", "N", "C", "C", "C", "C", "C", "C", "O", "C", "C", "N", "H", "H", "H", "H", "H", "H", "H", "H", "H", "H", "H", "H", "Se", "Se", "C", "C", "C", "C", "C", "N", "C", "C", "C", "C", "C", "N", "H", "H", "H", "H", "H", "H", "H", "H", "O", "S", "N", "O", "Cl", "O", "O", "O"],
  "positions_angstrom": [[-1.70, 0.23, 0.15], [-4.55, -2.55, -3.10], [-2.92, -2.89, -3.50], [-2.04, -2.31, -2.64], [-2.63, -1.56, -1.58], [-3.99, -1.60, -1.69], [-4.96, -0.93, -0.85], [-6.32, -0.87, -1.19], [-7.19, -0.15, -0.39], [-6.69, 0.48, 0.75], [-5.34, 0.33, 1.04], [-4.50, -0.35, 0.27], [-2.72, -3.50, -4.37], [-0.96, -2.39, -2.77], [-6.67, -1.38, -2.07], [-8.24, -0.08, -0.64], [-7.33, 1.06, 1.39], [-4.90, 0.76, 1.93], [5.49, -0.47, -4.51], [4.54, 0.58, -4.48], [3.64, 0.43, -3.29], [2.94, 1.52, -2.79], [2.11, 1.34, -1.70], [1.92, 0.16, -1.12], [2.57, -0.89, -1.61], [3.45, -0.81, -2.69], [2.25, -2.20, -0.99], [3.21, -3.19, -0.78], [2.82, -4.40, -0.22], [3.83, -5.49, 0.02], [5.13, -5.01, 0.30], [1.48, -4.57, 0.11], [0.59, -3.53, -0.13], [0.97, -2.38, -0.66], [6.08, -0.32, -5.26], [3.92, 0.57, -5.39], [5.04, 1.56, -4.43], [3.05, 2.49, -3.26], [1.55, 2.17, -1.27], [3.97, -1.68, -3.05], [4.25, -3.02, -1.03], [3.93, -6.09, -0.89], [3.48, -6.15, 0.82], [5.06, -4.37, 1.02], [1.14, -5.50, 0.55], [-0.46, -3.61, 0.11], [-0.43, 3.06, 5.08], [1.77, 3.33, 4.57], [2.33, 1.68, 3.69], [3.56, 1.15, 4.08], [3.99, -0.02, 3.49], [3.21, -0.59, 2.50], [2.01, 0.02, 2.15], [1.56, 1.14, 2.75], [-1.26, 4.21, 3.77], [-2.63, 4.43, 3.85], [-3.20, 5.20, 2.85], [-2.40, 5.72, 1.85], [-1.04, 5.47, 1.90], [-0.47, 4.73, 2.85], [4.14, 1.64, 4.85], [4.92, -0.48, 3.79], [3.51, -1.50, 2.01], [1.40, -0.41, 1.36], [-3.22, 3.98, 4.63], [-4.27, 5.38, 2.85], [-2.82, 6.29, 1.04], [-0.37, 5.88, 1.15], [-0.90, -1.18, 1.83], [-1.61, -0.53, 2.98], [-2.54, 0.55, 2.65], [-2.08, 3.58, -2.32], [-1.92, 2.28, -1.73], [-1.66, 1.31, -2.74], [-3.10, 1.93, -1.00], [-0.81, 2.31, -0.82]],
  "mulliken_charge": [1.706, -0.367, -0.446, -0.538, -0.444, 0.336, 0.384, -0.902, -0.331, -0.876, -0.216, 0.180, 0.427, 0.382, 0.302, 0.393, 0.382, 0.408, -0.512, -0.625, 0.453, -1.129, -0.527, 0.049, 0.149, -0.556, 0.462, -0.380, 0.434, -0.770, -0.534, -1.284, -0.320, 0.190, 0.292, 0.271, 0.348, 0.401, 0.580, 0.560, 0.707, 0.275, 0.356, 0.318, 0.400, 0.425, -0.076, -0.086, 0.101, -0.445, -0.483, -0.724, -0.674, 0.064, 0.625, -0.619, -0.291, -0.403, -0.396, -0.241, 0.350, 0.400, 0.477, 0.992, 0.319, 0.372, 0.378, 0.355, -0.759, 0.280, -0.423, -0.745, 1.439, -0.509, -0.575, -0.513]
}



## 2
{
  "formula": "C31H26BaClN6O7S2Se2",
  "method": "ωB97M-V/def2-TZVPD",
  "total_charge": -1,
  "e_homo_ev": -4.79,
  "lumo_energy_ev": 1.910,
  "gap_ev": 6.7,
  "species": ["Ba", "S", "C", "C", "C", "C", "C", "C", "C", "C", "C", "N", "H", "H", "H", "H", "H", "H", "O", "C", "C", "C", "C", "N", "C", "C", "C", "C", "C", "C", "O", "C", "C", "N", "H", "H", "H", "H", "H", "H", "H", "H", "H", "H", "H", "H", "Se", "Se", "C", "C", "C", "C", "C", "N", "C", "C", "C", "C", "C", "N", "H", "H", "H", "H", "H", "H", "H", "H", "O", "S", "N", "O", "Cl", "O", "O", "O"],
  "positions_angstrom": [[0.31, -0.74, -0.30], [-4.86, 0.66, -0.91], [-4.08, 2.15, -1.21], [-2.73, 2.04, -1.07], [-2.23, 0.74, -0.70], [-3.30, -0.11, -0.58], [-3.30, -1.53, -0.22], [-4.38, -2.37, -0.54], [-4.36, -3.69, -0.13], [-3.27, -4.17, 0.57], [-2.23, -3.29, 0.82], [-2.25, -2.01, 0.46], [-4.65, 3.02, -1.47], [-2.08, 2.90, -1.23], [-5.21, -1.98, -1.11], [-5.19, -4.34, -0.38], [-3.21, -5.20, 0.90], [-1.35, -3.62, 1.37], [0.61, 7.10, -0.14], [-0.04, 6.31, 0.84], [0.27, 4.86, 0.61], [-0.03, 3.92, 1.59], [0.20, 2.58, 1.33], [0.72, 2.15, 0.19], [1.03, 3.04, -0.75], [0.81, 4.41, -0.58], [1.59, 2.50, -2.03], [2.21, 3.32, -2.97], [2.68, 2.77, -4.15], [3.32, 3.65, -5.19], [2.44, 4.66, -5.66], [2.53, 1.41, -4.35], [1.92, 0.65, -3.35], [1.47, 1.18, -2.22], [0.35, 8.02, -0.01], [-1.13, 6.44, 0.78], [0.28, 6.59, 1.85], [-0.45, 4.22, 2.54], [-0.03, 1.82, 2.06], [1.04, 5.12, -1.36], [2.33, 4.38, -2.79], [3.70, 3.03, -6.01], [4.17, 4.18, -4.76], [1.61, 4.24, -5.89], [2.88, 0.93, -5.26], [1.80, -0.42, -3.47], [0.13, -4.95, 3.76], [0.94, -3.24, 5.05], [-0.35, -1.84, 4.73], [-0.10, -0.63, 5.38], [-0.99, 0.41, 5.16], [-2.07, 0.20, 4.32], [-2.23, -1.05, 3.74], [-1.38, -2.06, 3.95], [1.25, -4.84, 2.18], [1.20, -5.96, 1.35], [1.97, -5.95, 0.21], [2.78, -4.85, -0.05], [2.74, -3.79, 0.84], [1.98, -3.78, 1.94], [0.77, -0.50, 6.00], [-0.83, 1.37, 5.63], [-2.78, 0.99, 4.10], [-3.05, -1.24, 3.08], [0.57, -6.81, 1.60], [1.94, -6.78, -0.49], [3.38, -4.79, -0.94], [3.32, -2.89, 0.66], [0.78, -0.52, 2.32], [2.28, -0.54, 2.29], [2.96, -0.44, 1.00], [2.24, -2.77, -2.30], [0.98, -3.42, -2.61], [1.17, -4.82, -2.85], [0.38, -2.77, -3.75], [0.11, -3.24, -1.45]],
  "mulliken_charge": [1.402, -0.337, -0.537, -0.478, -0.354, 0.451, -0.025, -0.805, -0.653, -0.699, -0.468, 0.719, 0.422, 0.339, 0.426, 0.382, 0.465, 0.294, -0.501, -0.583, 0.404, -1.275, -0.488, 0.360, 0.578, -0.674, 0.003, -0.634, 0.692, -0.793, -0.517, -1.040, -0.382, 0.484, 0.300, 0.281, 0.319, 0.436, 0.669, 0.373, 0.369, 0.329, 0.306, 0.339, 0.378, 0.358, -0.077, -0.075, 0.427, -0.586, -0.356, -0.679, -0.281, -0.224, 0.329, -0.636, -0.297, -0.658, -0.230, -0.051, 0.336, 0.375, 0.432, 0.470, 0.341, 0.378, 0.386, 0.472, -0.388, 0.318, -0.463, -0.629, 1.605, -0.671, -0.660, -0.544]
}



Most stable structure: 2



## 1
{
  "formula": "C22H23N3O3",
  "method": "ωB97M-V/def2-TZVPD",
  "total_charge": 0,
  "smiles": "O=C(Nc1ccc(Oc2ccccc2)nc1)C1CCN(Cc2ccco2)CC1",
  "e_homo_ev": -8.12,
  "lumo_energy_ev": 0.585,
  "gap_ev": 8.7,
  "species": ["O", "C", "N", "C", "C", "N", "C", "C", "C", "H", "H", "O", "C", "C", "C", "C", "C", "C", "H", "H", "H", "H", "H", "H", "H", "C", "C", "C", "N", "C", "C", "H", "H", "H", "H", "C", "C", "C", "C", "C", "O", "H", "H", "H", "H", "H", "H", "H", "H", "H", "H"],
  "positions_angstrom": [[1.00, 2.87, 0.10], [1.97, 2.19, -0.13], [1.99, 1.22, -1.10], [0.90, 0.61, -1.71], [-0.43, 0.87, -1.37], [-1.44, 0.21, -1.90], [-1.21, -0.73, -2.80], [0.08, -1.05, -3.24], [1.14, -0.37, -2.67], [2.15, -0.61, -2.97], [0.22, -1.81, -3.98], [-2.23, -1.40, -3.37], [-3.51, -1.35, -2.85], [-3.78, -1.32, -1.48], [-5.09, -1.35, -1.05], [-6.13, -1.41, -1.96], [-5.86, -1.46, -3.31], [-4.55, -1.43, -3.76], [-4.32, -1.46, -4.81], [-6.67, -1.51, -4.03], [-7.15, -1.44, -1.61], [-5.30, -1.32, 0.01], [-2.97, -1.27, -0.78], [-0.69, 1.63, -0.65], [2.88, 0.80, -1.32], [3.27, 2.34, 0.67], [4.10, 1.06, 0.81], [3.26, -0.03, 1.49], [2.81, 0.41, 2.80], [2.10, 1.68, 2.77], [2.91, 2.78, 2.09], [3.82, 2.97, 2.65], [2.30, 3.68, 2.06], [1.90, 1.96, 3.81], [1.13, 1.59, 2.25], [2.02, -0.63, 3.45], [0.73, -0.94, 2.74], [-0.52, -0.41, 2.87], [-1.31, -0.99, 1.86], [-0.49, -1.83, 1.18], [0.75, -1.81, 1.70], [-0.65, -2.48, 0.34], [-2.34, -0.80, 1.66], [-0.83, 0.31, 3.61], [1.80, -0.30, 4.47], [2.64, -1.53, 3.50], [3.88, -0.92, 1.64], [2.42, -0.30, 0.84], [4.48, 0.69, -0.14], [4.96, 1.28, 1.44], [3.86, 3.12, 0.18]],
  "mulliken_charge": [-0.613, 0.125, -0.040, 0.454, -0.476, -0.347, 0.452, -0.851, -0.486, 0.401, 0.456, -0.365, 0.263, 0.019, -0.488, -0.536, -0.473, -0.437, 0.424, 0.369, 0.383, 0.376, 0.250, 0.631, 0.179, 0.499, -1.731, -0.102, 0.013, -0.422, -1.285, 0.483, 0.455, 0.419, 0.221, -1.259, 0.781, -0.962, 0.017, -0.761, -0.327, 0.565, 0.514, 0.475, 0.471, 0.412, 0.378, 0.204, 0.467, 0.504, 0.300]
}



## 2
{
  "formula": "C22H23N3O3",
  "method": "ωB97M-V/def2-TZVPD",
  "total_charge": 0,
  "smiles": "COc1ccc2cc(C(=O)[C@@H]3CCCN(C(=O)c4ccnn4C)C3)ccc2c1",
  "e_homo_ev": -7.72,
  "lumo_energy_ev": 0.164,
  "gap_ev": 7.9,
  "species": ["C", "H", "O", "C", "C", "C", "C", "C", "C", "C", "C", "C", "C", "H", "H", "H", "C", "O", "C", "C", "C", "H", "H", "C", "N", "C", "O", "C", "C", "C", "N", "N", "C", "H", "H", "H", "H", "H", "C", "H", "H", "H", "H", "H", "H", "H", "H", "H", "H", "H", "H"],
  "positions_angstrom": [[3.87, -3.15, -2.90], [2.83, -3.17, -3.30], [3.85, -1.79, -2.26], [3.14, -1.59, -1.21], [3.36, -0.22, -0.62], [2.41, -0.08, 0.40], [2.45, 1.11, 1.03], [1.40, 1.74, 1.72], [0.41, 0.79, 2.11], [0.43, -0.52, 1.81], [1.26, -1.04, 0.65], [1.39, -2.23, 0.07], [2.37, -2.45, -0.69], [2.09, -3.61, -1.23], [0.70, -2.87, 0.55], [-0.28, -1.41, 2.13], [-0.72, 1.13, 3.17], [-1.15, 0.39, 4.00], [-1.71, 2.46, 2.51], [-3.12, 2.07, 2.87], [-3.76, 1.70, 1.56], [-4.73, 0.88, 1.88], [-4.24, 2.39, 0.94], [-2.94, 0.53, 0.83], [-1.84, 1.63, 0.08], [-0.97, 1.10, -0.63], [0.12, 1.84, -0.90], [-1.17, -0.26, -1.37], [-1.63, -1.59, -0.87], [-1.30, -2.44, -1.77], [-0.54, -1.82, -2.82], [-0.25, -0.50, -2.44], [0.50, 0.23, -3.15], [0.96, -0.30, -3.97], [1.50, 0.51, -2.55], [-0.15, 1.11, -3.55], [-1.54, -3.27, -2.00], [-2.40, -1.89, 0.04], [-1.45, 2.62, 1.02], [-2.12, 3.32, 0.66], [-0.44, 2.83, 0.94], [-3.49, 0.01, -0.03], [-2.49, -0.17, 1.46], [-3.39, 3.12, 3.24], [-3.13, 1.50, 3.56], [-1.23, 3.31, 3.24], [1.40, 2.67, 2.37], [3.11, 2.03, 0.80], [3.87, 0.40, -1.14], [4.20, -4.07, -2.43], [4.60, -2.99, -3.82]],
  "mulliken_charge": [-0.935, 0.451, -0.443, 0.416, -1.821, 0.993, -1.212, -0.450, 0.796, -0.376, 1.312, -0.711, -0.031, 0.138, 0.591, 0.165, -0.277, -0.547, 0.432, -1.355, -0.865, 0.311, 0.348, -0.687, 0.281, 0.939, -0.728, -0.476, 0.321, -1.626, -0.914, 1.055, -0.781, 0.298, 0.098, 0.322, 1.118, 0.161, -2.531, 0.761, 1.117, 0.584, 0.401, 0.312, 0.805, 0.508, 0.409, 0.186, 0.628, 0.296, 0.215]
}



Most stable structure: 1



## 1
{
  "formula": "C5H11O",
  "method": "ωB97M-V/def2-TZVPD",
  "total_charge": 1,
  "e_homo_ev": -15.02,
  "lumo_energy_ev": -6.040,
  "gap_ev": 9.0,
  "species": ["C", "C", "C", "C", "C", "O", "H", "H", "H", "H", "H", "H", "H", "H", "H", "H", "H"],
  "positions_angstrom": [[-0.16, 2.09, 2.20], [0.68, -1.30, -1.85], [-1.78, 0.25, -0.19], [0.71, -0.42, -0.55], [-0.36, 0.52, -0.37], [0.41, 1.14, 1.71], [0.37, 3.03, 2.46], [-1.28, 2.00, 2.19], [1.82, -1.67, -1.77], [0.51, -0.66, -2.81], [0.02, -2.17, -1.74], [-2.22, -0.36, 0.70], [-2.10, 1.28, -0.19], [-2.09, -0.34, -1.03], [0.72, -1.23, 0.22], [1.60, 0.11, -0.68], [-0.19, 1.59, -0.55]],
  "mulliken_charge": [-0.082, -1.044, -1.040, -0.508, 0.214, -0.393, 0.302, 0.266, 0.330, 0.339, 0.371, 0.302, 0.373, 0.398, 0.320, 0.374, 0.479]
}



## 2
{
  "formula": "C5H11O",
  "method": "ωB97M-V/def2-TZVPD",
  "total_charge": 1,
  "e_homo_ev": [-13.01, -13.20],
  "lumo_energy_ev": [-4.488, -4.199],
  "gap_ev": [8.5, 9.0],
  "species": ["C", "C", "C", "C", "C", "O", "H", "H", "H", "H", "H", "H", "H", "H", "H", "H", "H"],
  "positions_angstrom": [[-1.24, -1.25, 0.00], [0.92, 0.30, -0.39], [-0.55, -2.42, -0.41], [1.53, 1.66, -0.31], [-0.92, 1.21, 0.74], [-0.41, -0.04, 0.04], [-1.98, -1.02, 0.77], [1.28, -0.72, -0.70], [-0.96, -3.32, 0.02], [0.54, -2.33, -0.13], [-0.41, -2.66, -1.51], [1.59, 2.03, 0.74], [1.06, 2.44, -0.85], [2.68, 1.68, -0.71], [-0.74, 1.94, -0.05], [-1.98, 1.11, 1.03], [-0.40, 1.39, 1.72]],
  "mulliken_charge": [0.223, 0.250, -1.014, -1.272, -0.764, -0.087, 0.323, 0.303, 0.334, 0.265, 0.335, 0.354, 0.454, 0.291, 0.319, 0.392, 0.296]
}



Most stable structure: 1